Record 1
# C24H74N4O13

A cluster of 13 separate species, C24H74N4O13 in total (ωB97M-V/def2-TZVPD, the Open Molecules 2025 dataset).

Calculated values
- Kohn-Sham gap: 10.17 eV
- LUMO level: 0.5 eV
- HOMO energy: -9.68 eV
- F_max: 0.0636 Eh/bohr
- Calculated total energy: -2155.90373 Eh

Structure (XYZ):
```
115
Properties=species:S:1:pos:R:3:forces:R:3:mulliken_charge:R:1
C 13.831999 15.276093 13.408654 -0.872 1.792 -0.530 -0.719
C 13.302784 14.161614 14.216152 0.695 -0.642 1.682 -0.172
O 12.249306 13.503525 13.560787 -0.849 0.121 0.368 -0.270
H 14.527944 15.904849 13.966079 0.387 -0.284 -0.238 0.546
H 13.045360 15.966953 13.047442 -0.028 -0.252 0.463 0.192
H 14.193517 14.863938 12.495287 0.987 -0.152 -0.735 -0.271
H 13.014481 14.527119 15.259031 0.209 -0.718 -1.222 0.285
H 14.122222 13.416897 14.288543 -0.360 0.277 0.478 0.175
H 11.441777 13.918455 13.950721 0.030 -0.384 -0.368 0.250
C 9.923470 8.278962 8.426411 0.390 3.202 -0.055 -1.057
C 10.381700 9.138496 7.163935 0.529 -0.821 1.372 -0.313
O 11.557347 9.894983 7.517567 -0.903 -0.109 0.740 -0.131
H 9.260419 7.569988 8.051319 -1.259 -1.418 -0.325 0.430
H 9.401073 8.917013 9.203495 0.530 -0.633 -0.964 0.217
H 10.753219 7.801480 8.936828 0.121 -0.118 -0.230 0.352
H 9.624206 9.836333 6.787431 -0.135 -0.332 0.273 0.306
H 10.648051 8.429091 6.366845 -0.108 0.221 0.091 0.295
H 12.108187 9.904421 6.744079 0.742 0.067 -0.865 0.205
C 13.326870 8.676010 13.070159 -0.469 0.529 -1.205 -1.378
C 13.306803 10.144938 12.562854 3.226 0.254 0.235 0.964
O 12.142933 10.724559 13.003456 -2.316 1.010 0.149 -0.557
H 13.525345 8.515812 14.119033 -0.075 0.496 0.441 0.379
H 14.041044 8.033132 12.546190 -0.161 0.260 -0.228 0.422
H 12.296109 8.346794 12.855187 0.423 -0.338 0.131 0.302
H 13.532111 10.249655 11.465214 -0.833 -0.481 0.708 -0.135
H 14.119785 10.807068 12.987921 -0.198 -1.180 -0.139 -0.430
H 12.182071 11.705439 12.978383 0.270 -0.381 0.056 0.292
C 15.790945 18.751063 10.648796 -0.373 0.020 -0.858 -1.287
C 16.029516 17.249587 10.489158 1.393 1.541 0.605 0.013
O 15.134495 16.688863 9.626331 -2.404 -0.474 -1.520 -0.490
H 16.494687 19.328625 11.249259 0.288 -0.383 -0.124 0.399
H 14.828795 18.856927 11.143221 -0.295 0.201 -0.062 0.300
H 15.719949 19.178266 9.628889 0.047 0.064 0.588 0.260
H 15.937285 16.817193 11.461955 0.291 -0.663 0.838 0.072
H 16.998481 17.038998 10.035696 0.263 0.049 0.434 0.394
H 14.217541 17.048664 9.714521 0.541 -0.165 -0.017 0.207
C 11.795880 18.583134 7.807239 -0.131 -1.255 -0.593 -1.318
C 11.203541 17.760727 8.912243 0.212 2.231 1.955 -0.066
O 12.266889 17.170695 9.659549 -0.085 0.544 0.305 -0.640
H 12.355729 17.950621 7.117044 0.244 -0.025 0.125 0.200
H 12.403518 19.381509 8.144419 0.732 0.657 0.580 0.390
H 11.018056 19.002911 7.231017 -1.074 0.663 -0.745 0.512
H 10.545587 17.006305 8.567502 -0.612 -0.645 -0.368 -0.048
H 10.574079 18.481814 9.591978 1.075 -1.370 -0.921 0.201
H 12.139702 16.218250 9.703379 0.038 -0.656 -0.181 0.175
C 13.964616 13.596895 6.902073 -0.488 -1.760 -1.498 -0.956
C 15.246106 13.541342 7.660478 0.100 0.590 -0.315 -0.236
O 14.932067 14.141291 8.907724 1.373 1.354 0.994 -0.139
H 14.141321 13.344486 5.826249 -0.462 -0.095 0.759 0.580
H 13.616569 14.582738 6.940964 -0.657 1.632 -0.121 0.378
H 13.147434 12.971137 7.383404 1.148 0.501 -0.732 -0.028
H 16.130078 14.013779 7.122442 -1.088 -0.293 0.720 0.307
H 15.478180 12.507672 7.825648 0.519 -0.554 0.384 0.043
H 15.084384 15.143895 8.939009 -0.077 -1.377 -0.092 0.208
C 9.717782 16.482010 16.320950 -0.902 -0.562 0.601 -1.291
C 9.659365 15.874520 14.967134 0.640 0.139 0.039 -0.133
O 10.360234 14.634405 15.014711 0.242 -0.046 -0.635 -0.334
H 9.166198 17.390497 16.376223 -0.404 0.901 -0.004 0.415
H 10.723959 16.648824 16.600559 1.084 0.254 0.374 0.319
H 9.265882 15.799387 17.040820 0.005 -0.040 0.160 0.339
H 10.227151 16.544626 14.290803 -0.560 -0.659 -0.130 0.229
H 8.626262 15.718247 14.667428 -0.036 0.089 -0.435 0.280
H 9.957859 14.018502 15.632943 -0.311 -0.064 0.210 0.086
C 15.530621 10.157442 5.576775 -1.325 -0.411 -0.966 -0.521
C 14.650164 9.008254 4.932632 0.041 -0.046 0.578 -0.419
O 13.405245 8.780862 5.670929 0.732 0.350 0.403 -0.559
H 15.735240 9.900996 6.602114 -0.199 0.170 0.545 0.146
H 15.098857 11.178972 5.446291 -0.178 -0.940 0.427 -0.065
H 16.488798 10.252350 5.114678 0.754 -0.350 -0.640 0.498
H 15.155248 8.011227 4.949768 0.141 0.967 -0.124 0.308
H 14.383052 9.228186 3.868063 0.038 -0.079 1.023 0.295
H 13.611100 8.422237 6.580072 -0.043 0.240 -1.255 0.267
C 10.279887 15.170113 6.468576 -0.649 -1.057 0.623 0.090
C 9.934808 16.350873 5.562502 1.392 -1.312 -0.055 -0.229
O 8.895107 17.111982 6.081094 -1.240 0.447 -1.479 -0.533
H 11.216267 14.663744 6.222219 0.140 0.390 -0.169 0.062
H 9.537850 14.315948 6.453872 0.377 1.195 0.193 0.315
H 10.406698 15.572666 7.506948 -0.199 -0.772 -0.840 -0.278
H 9.730347 16.002111 4.515397 -0.187 0.588 0.972 0.340
H 10.859235 16.931116 5.562818 0.058 0.353 -0.483 0.154
H 8.939035 17.175294 7.018932 0.257 -0.098 1.045 0.331
C 17.196728 13.453358 12.262144 -0.156 -1.259 0.666 -1.457
C 16.336893 12.227316 11.982835 1.222 -0.645 0.266 0.197
O 15.642371 12.222345 10.760226 0.530 1.786 -0.684 -0.127
H 17.819166 13.216211 13.121563 0.017 0.080 0.239 0.437
H 16.609506 14.297820 12.502796 -0.714 1.065 0.222 0.221
H 17.868961 13.701643 11.487392 0.694 0.177 -1.191 0.460
H 15.612320 12.151950 12.772848 -0.277 -0.231 0.614 -0.117
H 17.011912 11.342709 12.021629 -0.556 0.293 0.001 0.353
H 15.802575 13.138049 10.396218 -0.801 -1.354 -0.210 0.073
C 10.443524 12.927142 9.938868 0.953 0.058 -1.285 -1.390
C 11.487458 13.944252 10.473757 -1.736 -0.296 0.088 0.711
O 12.318602 14.378232 9.419842 0.535 0.389 0.275 0.329
H 9.830405 13.391092 9.126565 0.541 -0.253 0.581 0.304
H 9.767032 12.577437 10.687295 -0.447 -0.075 0.777 0.498
H 10.931423 12.022366 9.505477 -0.187 0.655 0.220 0.083
H 12.090379 13.554331 11.284692 -0.100 -0.187 0.125 -0.098
H 10.871397 14.790401 10.894557 0.779 -0.373 -0.297 0.104
H 13.267378 14.177886 9.621327 -0.734 0.059 -0.531 -0.190
C 14.586919 8.440442 8.918274 1.393 0.170 -0.360 0.347
O 15.615545 7.763905 8.990869 -0.878 0.664 0.316 -0.739
N 14.578565 9.812998 9.061901 1.239 -2.374 -0.089 0.538
N 13.382291 7.855302 8.557383 2.173 -1.716 0.569 -0.378
H 15.425825 10.280829 9.311372 0.141 0.209 0.175 -0.079
H 13.749379 10.294821 8.961497 -1.783 1.311 -0.109 -0.234
H 13.394663 6.860540 8.870873 -0.583 1.386 -0.630 0.232
H 12.597352 8.441177 8.556584 -1.557 0.518 0.203 0.060
C 9.835204 11.352354 15.729607 -2.265 -0.144 1.628 0.469
O 9.197280 11.635249 16.765814 0.430 0.521 -1.435 -0.717
N 9.391026 11.506020 14.464203 -0.953 0.833 0.531 -0.164
N 10.985123 10.710351 15.783478 3.021 -0.493 1.148 -0.418
H 8.446565 11.801617 14.330180 -0.109 0.044 -0.239 0.190
H 9.993280 11.245686 13.730911 0.287 -0.309 -1.096 0.170
H 11.465405 10.826006 16.690858 -0.366 -0.342 -1.060 0.238
H 11.544698 10.659037 14.931940 0.091 -0.135 0.372 0.372
```
Forces are in eV/Å.



Record 2
# C24H75BClN20O17PSi2

A structure of composition C24H75BClN20O17PSi2 (ωB97M-V/def2-TZVPD, the Open Molecules 2025 dataset).

Calculated values
- Kohn-Sham gap: 9.13 eV
- LUMO level: -0.2 eV
- HOMO energy: -9.35 eV
- F_max: 0.0198 Eh/bohr
- Calculated total energy: -4739.92069 Eh

Structure (XYZ):
```
141
Properties=species:S:1:pos:R:3:forces:R:3:mulliken_charge:R:1
C 3.718650 -1.704696 0.699441 -0.058 0.157 0.253 -1.041
C 2.298708 -1.138625 0.635341 -0.145 -0.337 0.119 -0.582
C 1.658190 -1.443380 -0.725760 0.146 0.052 -0.098 2.149
C 1.997512 -0.392562 -1.784148 0.207 0.067 0.128 -0.959
C 1.277428 0.959002 -1.666957 -0.005 -0.048 -0.206 -0.776
C -0.262510 0.857831 -1.551214 0.287 -0.309 -0.043 0.416
Si -1.031047 1.368384 0.052776 -0.055 0.584 -0.366 -0.014
Cl -1.019655 -0.231741 1.412437 -0.014 -0.037 0.117 -0.548
O -2.608228 1.815145 -0.235153 0.037 -0.418 0.424 -0.120
Si -3.851979 0.741592 -0.282174 -0.093 0.187 -0.390 0.191
C -4.497785 0.396629 1.451580 -0.083 0.054 0.164 -0.685
P -6.056309 -0.471387 1.440706 -0.053 -0.027 -0.006 0.746
O -6.693591 -0.600744 0.121041 0.009 -0.140 0.022 -0.650
O -6.924199 0.332947 2.524842 -0.044 -0.309 -0.010 -0.502
O -5.824333 -1.919506 2.100968 0.247 0.151 -0.073 -0.494
O -3.250137 -0.574306 -1.038169 -0.300 -0.106 0.194 0.046
C -3.466506 -1.929118 -0.650909 0.222 -0.153 0.038 -1.660
C -2.542424 -2.833154 -1.449423 0.156 0.204 0.009 4.042
C -2.608017 -2.534520 -2.958675 -0.081 -0.200 -0.073 -1.658
C -2.807587 -4.301050 -1.066035 0.052 -0.045 -0.207 -1.544
C -1.593887 -5.019285 -0.460763 -0.005 -0.054 0.074 0.694
C -1.243935 -4.455073 0.917628 -0.079 -0.100 -0.040 -1.426
C -0.389839 -5.018067 -1.405846 0.049 -0.007 0.024 -1.440
B -0.163119 2.880078 1.097593 -0.146 0.169 0.019 0.587
O 0.588728 3.843549 0.458602 0.242 -0.371 -0.163 -0.084
O -0.352767 2.979244 2.457644 0.935 -0.395 -0.073 -0.649
H 4.324150 -1.236284 1.476257 -0.009 0.023 -0.040 0.386
H 3.669140 -2.771205 0.932007 0.075 -0.018 -0.175 0.305
H 4.228835 -1.593354 -0.257000 0.077 -0.041 0.059 -0.030
H 2.292562 -0.067361 0.869063 -0.015 0.018 -0.192 0.129
H 1.694209 -1.605746 1.418535 0.031 0.067 0.047 0.416
H 0.577556 -1.594730 -0.638069 -0.009 0.123 0.003 -2.100
H 2.068484 -2.396284 -1.075561 -0.065 -0.007 0.042 0.565
H 3.073218 -0.198472 -1.701328 -0.017 -0.021 -0.134 0.272
H 1.851888 -0.794504 -2.791858 -0.166 -0.033 0.070 0.339
H 1.723022 1.547903 -0.858011 -0.131 -0.065 0.071 0.323
H 1.501895 1.515335 -2.580892 0.087 0.078 0.108 0.382
H -0.566368 -0.177932 -1.735367 -0.146 0.064 -0.051 -0.645
H -0.750003 1.447467 -2.334096 -0.025 0.053 0.096 0.740
H -4.947371 1.338569 -1.060149 0.056 0.116 -0.001 -0.355
H -4.660473 1.375331 1.915347 -0.026 -0.024 -0.033 0.556
H -3.779417 -0.129355 2.082723 0.093 0.053 -0.097 0.428
H -7.734345 -0.147007 2.760038 0.111 0.203 -0.067 0.365
H -5.047868 -1.958017 2.676483 -0.228 -0.058 0.007 0.337
H -3.207930 -2.044221 0.410719 -0.138 -0.015 0.002 0.300
H -4.515490 -2.213494 -0.788120 0.037 0.089 -0.087 0.368
H -1.532782 -2.568063 -1.114822 -0.039 -0.042 0.030 -2.017
H -2.720733 -3.453829 -3.536106 0.009 0.018 0.015 0.477
H -3.450974 -1.889345 -3.212775 0.060 -0.034 0.011 0.276
H -1.694489 -2.053079 -3.311631 -0.069 0.089 0.025 0.224
H -3.648940 -4.356798 -0.363689 0.065 -0.046 0.022 0.461
H -3.120711 -4.848975 -1.959550 -0.055 0.018 0.048 0.511
H -1.886950 -6.065802 -0.318945 0.015 0.031 0.053 0.449
H -1.070842 -3.374969 0.882346 0.070 -0.040 0.023 0.094
H -2.056009 -4.653778 1.623477 -0.008 0.112 -0.022 0.340
H -0.348304 -4.935726 1.316303 0.022 0.087 -0.022 0.486
H 0.515573 -5.318278 -0.873905 -0.025 -0.037 -0.040 0.451
H -0.193469 -4.032246 -1.834827 -0.009 -0.017 0.052 0.147
H -0.535839 -5.718458 -2.231235 -0.040 0.072 -0.019 0.362
H 1.467503 3.956318 0.850755 -0.333 0.381 0.153 0.202
H -0.363168 2.101939 2.870173 -0.567 0.154 -0.003 0.268
C -6.483381 -1.992834 -3.876556 -0.015 -0.047 0.111 0.663
O -6.117930 -1.820361 -5.033661 -0.095 0.188 -0.075 -0.739
N -7.277759 -3.047886 -3.521814 0.018 -0.008 -0.023 -0.394
N -6.129834 -1.167258 -2.857532 0.003 -0.009 0.097 -0.044
H -7.587199 -3.207092 -2.581829 0.006 0.023 0.010 0.159
H -7.551542 -3.682660 -4.247299 0.007 -0.003 -0.007 0.230
H -5.542062 -0.384506 -3.075977 0.003 0.000 -0.028 0.072
H -6.429660 -1.283087 -1.900867 -0.069 0.135 -0.003 0.108
C 6.980261 -1.880905 3.167668 -0.088 0.006 0.189 0.308
O 7.007216 -1.546920 1.994117 0.119 0.024 -0.074 -0.652
N 6.465808 -3.072215 3.590885 0.024 -0.095 -0.002 -0.188
N 7.495650 -1.111154 4.173694 0.049 0.033 -0.039 -0.239
H 6.465847 -3.327835 4.563408 0.013 -0.067 0.037 0.207
H 6.092581 -3.695259 2.899710 -0.022 0.058 -0.041 0.183
H 7.881468 -0.220638 3.923726 -0.026 0.010 -0.012 0.187
H 7.485630 -1.411677 5.132806 -0.003 -0.054 -0.013 0.166
C 5.205971 -2.189633 -3.300170 0.067 0.070 0.046 0.756
O 4.680176 -2.802291 -2.388497 -0.121 -0.064 -0.063 -0.595
N 6.358114 -1.475217 -3.122507 -0.014 -0.005 -0.005 -0.414
N 4.683666 -2.162934 -4.565886 0.001 0.006 0.022 -0.421
H 6.809039 -0.959345 -3.853181 -0.006 0.003 -0.006 0.145
H 6.756695 -1.475997 -2.201188 -0.007 -0.001 0.009 0.222
H 3.839569 -2.680036 -4.722631 0.001 -0.012 0.003 0.217
H 5.101227 -1.662096 -5.326277 0.009 0.004 0.004 0.155
C -7.297856 1.519902 -7.490812 0.014 -0.078 -0.001 0.512
O -7.187736 2.606933 -8.031165 -0.016 0.008 0.008 -0.654
N -8.217968 0.588858 -7.898167 -0.039 0.017 0.012 -0.340
N -6.522358 1.131057 -6.437829 -0.032 -0.086 0.217 -0.274
H -8.308888 -0.312791 -7.470075 0.043 -0.008 0.001 0.177
H -8.805900 0.833529 -8.671417 0.008 0.007 -0.010 0.200
H -5.822615 1.776457 -6.126573 0.016 0.029 -0.071 0.148
H -6.579062 0.224841 -5.997974 0.112 -0.060 -0.097 0.230
C 2.845341 2.707599 5.268410 -0.015 0.030 -0.034 0.631
O 3.466132 1.767477 4.808833 0.001 -0.007 0.019 -0.633
N 3.056582 3.177707 6.537592 -0.012 -0.011 0.003 -0.387
N 1.883478 3.368831 4.553546 0.051 0.022 0.063 -0.285
H 2.558002 3.952152 6.931162 0.001 0.009 -0.011 0.157
H 3.756465 2.714073 7.084607 0.009 -0.002 -0.003 0.233
H 1.695815 3.052640 3.621980 -0.042 0.012 0.013 0.117
H 1.353586 4.141954 4.908249 -0.005 -0.008 0.016 0.166
C 1.469587 6.843717 -2.587357 -0.141 0.010 0.017 0.522
O 1.764854 7.075832 -3.744043 0.044 -0.011 0.005 -0.664
N 0.985110 5.622269 -2.187396 -0.072 -0.056 -0.009 -0.257
N 1.597049 7.768424 -1.590069 0.187 -0.052 0.021 -0.349
H 0.754645 5.384744 -1.238705 0.039 -0.030 0.007 0.085
H 0.894026 4.927125 -2.904591 0.172 -0.034 0.001 0.197
H 1.926861 8.677942 -1.851128 -0.051 0.020 -0.015 0.211
H 1.315617 7.599073 -0.643944 -0.123 0.022 -0.027 0.163
C 10.794262 -3.809269 3.628628 -0.042 0.009 -0.028 0.457
O 11.957615 -4.163695 3.523872 0.013 -0.003 0.017 -0.671
N 10.053749 -4.056311 4.753708 -0.082 0.044 -0.053 -0.249
N 10.138395 -3.139953 2.634309 0.043 -0.040 0.070 -0.290
H 9.098061 -3.767295 4.870965 0.007 0.022 0.025 0.245
H 10.509269 -4.546666 5.498910 0.041 -0.005 -0.019 0.141
H 10.654123 -2.948639 1.796978 0.006 -0.005 -0.005 0.162
H 9.182784 -2.841139 2.697376 -0.011 0.010 -0.033 0.337
C -2.988402 6.121644 -2.343716 -0.034 -0.052 -0.010 0.659
O -2.516512 7.090489 -1.777957 0.010 -0.015 0.031 -0.669
N -4.307992 6.037997 -2.696166 -0.120 0.035 0.186 -0.346
N -2.226543 5.026346 -2.665563 -0.038 -0.018 0.085 -0.212
H -4.688117 5.252766 -3.189501 0.056 0.055 -0.141 0.150
H -4.911746 6.818439 -2.482753 -0.033 -0.023 0.011 0.189
H -1.249729 5.080580 -2.438775 -0.019 0.078 -0.061 0.161
H -2.597132 4.204092 -3.101189 -0.011 0.016 -0.029 0.152
C -7.492194 6.808293 -0.719287 0.005 0.003 0.089 0.628
O -6.963608 7.548078 -1.530529 0.099 -0.064 -0.087 -0.639
N -7.197594 5.475552 -0.634570 -0.032 0.010 -0.045 -0.273
N -8.422371 7.260870 0.175956 0.000 -0.006 -0.024 -0.402
H -7.622967 4.857152 0.028510 -0.004 0.005 0.010 0.148
H -6.493849 5.120519 -1.254726 0.055 0.018 0.038 0.168
H -8.656032 8.234876 0.137171 0.001 0.005 -0.011 0.221
H -8.870996 6.674212 0.852249 0.002 -0.010 -0.003 0.155
C 7.533552 -3.625696 7.622073 0.031 -0.040 0.029 0.547
O 7.465082 -3.356202 6.425789 -0.057 0.106 -0.064 -0.591
N 7.100344 -4.816474 8.113962 -0.010 0.020 -0.010 -0.418
N 8.052919 -2.754173 8.526609 -0.038 0.004 -0.018 -0.372
H 7.150316 -5.062840 9.084047 0.010 0.003 0.003 0.162
H 6.719459 -5.475673 7.461057 0.004 -0.003 -0.006 0.218
H 8.392857 -1.875922 8.181961 0.022 -0.004 -0.002 0.208
H 8.125693 -2.955160 9.505676 0.009 -0.012 0.000 0.173
```
Forces are in eV/Å.